A structure of composition C28H20BrN2OPRuSe2, computed with ωB97M-V with the def2-TZVPD basis set.

HOMO-LUMO gap (spin up / spin down), Ha: 0.2228 / 0.2188
<S²>: 0.85
2S+1: 2
Net charge: +1
Energy relative to the best compared isomer or geometry (same formula, charge and spin), kJ/mol: 108.2
Lowest unoccupied orbital energy (spin up / spin down), eV: -4.7 / -4.7
Energy, eV: -246990.6309

```
56
Properties=species:S:1:pos:R:3:mulliken_charge:R:1
Ru -0.71451 0.12445 -0.16408 -0.608
Br 3.51761 0.40730 5.96536 -0.168
C 2.21071 0.27482 4.61483 -0.344
C 0.85317 0.16582 4.96944 -0.400
C -0.10544 0.06846 3.99889 -0.812
C 0.23333 0.09173 2.62867 0.552
O -0.76073 0.01687 1.78218 0.079
C 1.59923 0.18194 2.27659 -0.073
C 2.08381 0.11798 0.94285 0.538
N 1.36077 0.02814 -0.13087 0.413
C 1.96106 -0.10055 -1.41609 0.492
C 3.30381 -0.19658 -1.67445 -0.779
C 3.77717 -0.31584 -2.99544 -1.077
C 2.91313 -0.34820 -4.05169 -0.852
C 1.52127 -0.25894 -3.82522 1.032
C 0.56354 -0.29838 -4.86356 -0.684
C -0.76290 -0.21183 -4.56256 -1.068
C -1.15051 -0.07469 -3.21880 0.039
N -0.28262 -0.04006 -2.23194 0.463
C 1.05325 -0.13226 -2.50513 0.120
C 2.57392 0.27342 3.30155 -0.785
H 0.57355 0.15662 6.01395 0.453
H -1.15367 -0.02167 4.25057 0.503
H 3.16685 0.12994 0.85314 0.154
H 4.03096 -0.18914 -0.87546 0.368
H 4.84272 -0.38750 -3.16308 0.407
H 3.27720 -0.44716 -5.06565 0.437
H 0.89827 -0.39624 -5.88845 0.450
H -1.52385 -0.23791 -5.32862 0.478
H -2.19536 0.01495 -2.95511 0.503
H 3.61918 0.34022 3.02805 0.493
Se -1.54818 -2.23727 -0.42686 -0.241
P -2.87611 -0.61202 -0.08432 0.427
Se -1.32704 2.23766 -0.74745 -0.096
C -4.09218 -0.34878 -1.38495 0.222
C -4.71138 0.89339 -1.49535 -0.128
C -5.68244 1.09662 -2.46326 -0.842
C -6.04275 0.06247 -3.31641 -0.418
C -5.43224 -1.17966 -3.20402 -0.757
C -4.45699 -1.38858 -2.24040 0.187
C -3.77775 -0.57477 1.46524 0.699
C -3.76549 0.59392 2.22041 -0.177
C -4.52965 0.66870 3.37586 -0.713
C -5.28656 -0.42231 3.77742 -0.460
C -5.28860 -1.59209 3.02779 -0.636
C -4.53823 -1.67051 1.86666 -0.373
H -4.44516 1.70412 -0.82702 0.395
H -6.15792 2.06440 -2.54782 0.422
H -6.80404 0.22533 -4.06747 0.413
H -5.71689 -1.98872 -3.86322 0.440
H -3.97321 -2.35400 -2.16212 0.382
H -3.15085 1.43219 1.91530 0.269
H -4.52788 1.57588 3.96538 0.433
H -5.87666 -0.36182 4.68218 0.418
H -5.87586 -2.44201 3.34772 0.419
H -4.53979 -2.58015 1.27796 0.394
```